Record 1
DFT (ωB97M-V/def2-TZVPD) results for an isolated molecule of C7H15NO at a distorted geometry.

Calculated values
**2S+1**: 1
**Gap between HOMO and LUMO (alpha / beta)**: 8.5 / 8.5 eV
**Net charge**: 0

Last column: Mulliken charge in e.
Cartesian coordinates (Å):
1 C -0.8250 2.3241 -1.1316  -1.3765
2 C -0.8904 1.1100 -0.2227  -0.4460
3 C 0.5051 0.1760 -0.3663  -0.0490
4 C 1.6612 0.9344 0.2713  -1.6870
5 C 0.1019 -1.1543 0.2914  1.8073
6 C 0.0147 -1.1776 1.8087  -1.7338
7 C -1.0477 -1.9179 -0.3695  -1.8686
8 N 1.3015 -1.8884 -0.1232  -0.1398
9 O 1.8273 -1.8859 -1.2228  -0.3784
10 H -0.7068 2.0174 -2.1701  0.3269
11 H -0.0030 2.9838 -0.8639  0.3209
12 H -1.7514 2.8959 -1.0606  0.4032
13 H -1.7934 0.5439 -0.4430  0.2766
14 H -0.9459 1.4223 0.8203  0.3268
15 H 0.6226 0.0958 -1.4503  0.6211
16 H 1.3528 1.5156 1.1380  0.3650
17 H 2.0948 1.6204 -0.4529  0.4026
18 H 2.4536 0.2695 0.6078  0.4476
19 H -0.0655 -2.2126 2.1346  0.4312
20 H -0.8509 -0.6073 2.1384  0.3590
21 H 0.9032 -0.7529 2.2674  0.3221
22 H -1.9931 -1.6029 0.0647  0.3961
23 H -1.0849 -1.7243 -1.4395  0.3360
24 H -0.8806 -2.9850 -0.2264  0.5368

Cartesian forces, eV/Å:
-0.2597 -0.0132 0.1264
2.1908 -0.4838 -0.2729
-4.7267 2.9658 0.7408
0.1165 -0.2499 -0.0671
1.2718 0.6791 -2.5497
0.2934 -0.0455 -0.4255
0.0042 0.4954 -0.0867
3.1375 -3.3507 0.9107
-2.1699 0.8195 1.2115
0.0545 0.0298 -0.0922
0.0954 0.0627 -0.0300
0.0224 0.1167 -0.0493
0.1530 -0.2401 -0.0897
-0.0609 0.0214 0.0921
0.1700 -0.5330 0.3144
-0.1504 0.0271 0.0721
0.0355 0.0629 0.0006
0.1554 -0.0582 -0.0731
-0.1087 -0.0339 0.1056
-0.0932 -0.0632 0.0102
0.0913 0.0492 0.0077
-0.0935 -0.2227 0.0818
0.0808 0.0253 -0.0706
-0.2095 -0.0607 0.1328

=====

Record 2
DFT (ωB97M-V/def2-TZVPD) results for a cluster of 2 separate species, C7H15NO4S in total at a distorted geometry.

Calculated values
**2S+1**: 1
**Gap between HOMO and LUMO**: 7.6 eV
**Net charge**: 0

Last column: Mulliken charge in e.
Cartesian coordinates (Å):
1 C -2.4225 1.3107 -0.3768  0.5059
2 C 1.3530 -1.4540 0.9642  -0.7380
3 C 1.2099 -0.3570 -1.1946  -0.5902
4 C 3.0111 0.0237 0.1881  -1.0343
5 C -2.9057 0.0409 -1.1591  -0.5543
6 C 0.9292 0.9812 0.9328  -0.3205
7 C -2.7775 -1.0790 -0.2272  0.5873
8 N 1.5811 -0.1689 0.1847  0.0356
9 O -2.8299 1.4639 0.8775  -0.5204
10 O -1.5769 1.9926 -0.8920  -0.6308
11 O 0.9698 2.1944 0.3455  -0.5260
12 O -3.3828 -1.0398 0.8782  -0.7538
13 S -1.6021 -2.2854 -0.7224  -0.4506
14 H 1.7515 -2.2915 0.4253  0.3663
15 H 1.6530 -1.2586 2.0613  0.3191
16 H 0.3403 -1.7218 0.8845  0.2514
17 H 1.0031 0.5572 -1.8247  0.1939
18 H 1.9958 -0.9028 -1.6880  0.3234
19 H 0.4234 -1.0194 -1.2937  0.1812
20 H 3.3000 0.8340 -0.3917  0.3986
21 H 3.2270 0.2814 1.2498  0.3963
22 H 3.4368 -0.9105 -0.2258  0.4603
23 H -4.0427 0.1377 -1.2971  0.3024
24 H -2.4266 -0.0586 -2.1070  0.3446
25 H 1.3256 0.9051 1.9914  0.3310
26 H 0.0022 2.5257 0.2063  0.4649
27 H -3.3355 0.6254 1.1850  0.4455
28 H -0.2108 0.6734 1.0252  0.2110

Cartesian forces, eV/Å:
-0.4744 -2.1367 -0.4506
0.1048 1.3570 1.4719
0.1289 1.2620 -2.6360
1.0632 -0.9409 2.0544
-2.9996 2.3275 0.8449
-4.2517 -1.5110 1.6978
1.2686 -2.4105 1.6812
0.1201 -0.2387 0.6957
-0.2651 -0.1913 -0.0715
0.7696 1.3023 0.2208
-0.9173 1.1207 -0.4333
0.5356 0.1131 -1.3677
-1.0682 0.3511 0.5117
1.2918 -0.1481 0.0534
-0.1602 -0.7136 -1.9599
-1.8456 0.2533 0.3107
0.2949 -0.6325 1.3512
0.6780 0.0282 -0.1416
-2.2442 -0.8966 0.1327
0.3226 1.5565 -1.2479
0.7108 -0.6482 -0.7641
0.2688 0.6898 0.7293
1.4143 0.1330 -0.0614
0.4244 0.0241 -0.2749
0.0722 0.3667 -1.2221
1.9749 -0.9570 -0.2399
0.5474 0.4071 -0.7940
2.2356 0.1327 -0.0906

=====

Record 3
DFT (ωB97M-V/def2-TZVPD) results for a cluster of 2 separate species, C7H15O2 in total at a distorted geometry.

Calculated values
**2S+1**: 1
**Gap between HOMO and LUMO**: 7.3 eV
**Net charge**: -1

Last column: Mulliken charge in e.
Cartesian coordinates (Å):
1 C -0.9556 0.6730 -2.1851  -0.6504
2 O -0.0487 1.4634 -1.4422  -0.5186
3 C -1.3677 -0.6191 -1.4116  -0.5078
4 C -0.4359 -1.6332 -0.6466  -0.9151
5 C 0.3054 -1.1211 0.5707  1.0904
6 C 1.4290 -0.4303 0.4282  -0.2407
7 C 2.2083 0.1258 1.6076  -1.2164
8 C -0.5028 -1.1634 1.8332  -1.5446
9 H -1.6129 1.4209 -2.5363  0.3757
10 H -0.2395 0.3065 -2.9362  0.2284
11 H -2.0754 -0.2459 -0.6646  0.3000
12 H -1.8678 -1.1918 -2.2050  0.3563
13 H 0.3413 -2.0378 -1.3893  0.3030
14 H -1.1852 -2.3670 -0.3166  0.3170
15 H 1.8858 -0.2360 -0.5165  0.1932
16 H 2.3618 -0.5971 2.4332  0.3286
17 H 3.1012 0.5945 1.1970  0.3637
18 H 1.6835 1.0024 2.0037  0.2472
19 H 0.1785 -1.5298 2.6469  0.3496
20 H -1.2793 -1.8689 1.8148  0.4745
21 H -0.7449 -0.1347 2.0969  0.2327
22 H -0.2062 1.5800 -0.4395  0.3852
23 H -0.7770 2.9116 0.6355  0.0931
24 O -0.4204 2.1360 1.0938  -1.0452

Cartesian forces, eV/Å:
4.4802 -1.3682 2.0425
0.8050 0.5255 0.4607
-1.2079 1.0454 -0.2216
0.9316 0.8527 -1.7778
-0.9766 0.4556 -1.1903
0.5011 -0.5741 1.7974
-0.6708 0.6880 -0.3996
3.0533 0.3889 1.2362
-2.0487 -0.3153 -0.8187
-0.8109 0.0648 -0.9326
-0.3752 -0.3996 -0.0199
-0.4437 -0.2513 0.4503
-1.2602 0.1207 0.9316
0.6116 -0.3802 -0.3346
-0.0866 -0.1687 -0.7075
0.2406 0.3295 -0.5387
0.5697 -0.4980 0.3807
-0.4026 -0.1696 0.1234
-0.4646 0.3178 -0.2904
-1.4329 -0.5825 -0.2328
-0.5968 0.0511 -0.0168
-0.3613 0.0330 0.2346
0.0575 -0.0583 0.3964
-0.1117 -0.1070 -0.5728

=====

Record 4
DFT (ωB97M-V/def2-TZVPD) results for a structure of composition C7H16Br3O4P at a distorted geometry.

Calculated values
**2S+1**: 1
**Gap between HOMO and LUMO**: 10.3 eV
**Net charge**: 0

Last column: Mulliken charge in e.
Cartesian coordinates (Å):
1 C -9.2312 -28.6469 -18.9428  -0.1819
2 Br -8.8729 -29.1471 -17.1303  -0.0273
3 Br -10.7573 -27.4947 -19.1223  -0.0458
4 Br -9.4476 -30.2184 -20.0410  -0.0645
5 H -8.3794 -28.0961 -19.3147  0.2961
6 C -9.3450 -25.4223 -16.5373  -0.9605
7 C -8.7857 -24.3127 -15.6963  -0.2961
8 O -7.3666 -24.1380 -15.8380  -0.2727
9 P -6.5453 -24.5001 -17.1446  0.7670
10 O -6.6007 -25.8831 -17.6069  -0.6901
11 O -7.0393 -23.4682 -18.2199  -0.3042
12 C -7.0973 -22.0393 -17.9642  -0.1042
13 C -5.7304 -21.3892 -17.7463  -0.9863
14 O -5.1157 -24.0124 -16.7283  -0.1394
15 C -4.0566 -24.9708 -16.4872  -0.2312
16 C -2.9696 -24.2625 -15.7085  -1.1835
17 H -9.2703 -25.2505 -17.6090  0.2960
18 H -8.7795 -26.3263 -16.3115  0.2232
19 H -10.3847 -25.6329 -16.2836  0.4302
20 H -9.2550 -23.3425 -15.8794  0.2175
21 H -8.9537 -24.5543 -14.6461  0.3045
22 H -7.5147 -21.6833 -18.9015  0.3367
23 H -7.7550 -21.8590 -17.1176  0.1129
24 H -5.5258 -21.3168 -16.6760  0.2499
25 H -4.9180 -21.8815 -18.2647  0.2386
26 H -5.8559 -20.3396 -18.0292  0.4183
27 H -4.4569 -25.8049 -15.9114  0.3159
28 H -3.7196 -25.3367 -17.4548  0.2922
29 H -2.4826 -23.5107 -16.3283  0.2991
30 H -3.4083 -23.7668 -14.8439  0.2942
31 H -2.2425 -24.9995 -15.3699  0.3953

Cartesian forces, eV/Å:
0.0101 -0.1146 -0.1828
-0.0263 0.0136 0.0991
-0.0923 0.0220 0.0639
0.0604 0.0259 -0.0493
0.0791 -0.0022 0.0628
-0.0193 -0.5239 -0.0096
-0.2431 0.2041 0.2344
0.1709 -0.0264 0.2578
-0.2382 -0.2409 0.1934
-0.0880 -0.2368 -0.1978
0.0574 0.3094 -0.0985
0.6265 -0.4849 -0.6838
-0.9081 0.6720 0.8661
0.5151 0.1350 0.1648
-0.1447 0.1552 0.2248
-0.2125 -0.0666 -0.2351
-0.0187 0.1295 0.0095
-0.0615 -0.0320 -0.1331
-0.0420 0.2323 0.0184
-0.0293 -0.0538 -0.1467
0.1464 0.0984 0.0296
-0.3011 0.2410 0.1844
-0.1600 0.1001 -0.0731
0.3137 -0.4306 -0.0838
-0.0037 0.0693 -0.1752
0.2948 -0.1065 -0.3961
-0.0337 -0.0441 -0.0810
0.0898 -0.0888 0.0248
0.0925 -0.0085 0.0509
0.0444 -0.0372 0.0667
0.1213 0.0900 -0.0054

=====

Record 5
DFT (ωB97M-V/def2-TZVPD) results for a cluster of 3 separate species, C7H16Br4FNO4S in total.

Calculated values
**2S+1**: 1
**Gap between HOMO and LUMO**: 10.5 eV
**Net charge**: 0

Last column: Mulliken charge in e.
Cartesian coordinates (Å):
1 C 0.0969 -0.8699 -0.3334  -0.0695
2 C 0.6948 -2.2199 -0.6969  0.2516
3 O -0.0640 -2.8286 -1.7502  -0.5660
4 C 0.6590 -3.2657 0.4163  -1.0309
5 N 1.3769 -2.9997 1.6709  -0.0021
6 O 2.6863 -2.5353 1.4862  -0.4344
7 S 0.6225 -2.2702 2.9454  1.2410
8 O 1.2197 -2.6794 4.1542  -0.5698
9 O -0.7753 -2.3007 2.7223  -0.5554
10 F 1.1017 -0.7787 2.7467  -0.1721
11 H -0.2988 -0.3984 -1.2341  0.0909
12 H 0.8681 -0.2162 0.0758  -0.4010
13 H -0.7194 -0.9625 0.3853  0.3431
14 H 1.7240 -2.0801 -1.0391  0.4220
15 H 0.4856 -2.8992 -2.5358  0.3676
16 H 1.1092 -4.1765 0.0193  0.2661
17 H -0.3752 -3.4935 0.6634  0.4497
18 H 2.6302 -1.5806 1.3051  0.3214
19 Br 2.5930 4.8080 -0.4712  -0.1655
20 C 1.3192 3.3395 -0.5499  -0.5517
21 C 1.2032 2.6138 0.7592  -0.1888
22 Br 2.7315 1.4563 1.0887  -0.1519
23 H 1.6486 2.6850 -1.3501  0.3769
24 H 0.3636 3.7844 -0.8120  0.3134
25 H 0.3444 1.9464 0.7427  -0.1845
26 H 1.1288 3.2838 1.6097  0.5473
27 Br -2.4751 2.1347 0.6426  -0.1082
28 C -3.5099 2.1867 -1.0035  -0.6100
29 C -2.8701 1.3784 -2.1009  -0.5057
30 Br -1.3246 2.2819 -2.8605  -0.1321
31 H -3.6188 3.2324 -1.2716  0.3810
32 H -4.4821 1.7710 -0.7494  0.3744
33 H -3.5662 1.2431 -2.9251  0.3588
34 H -2.5274 0.4098 -1.7502  0.2943

Cartesian forces, eV/Å:
-0.0353 -0.0174 0.0366
-0.0920 0.0359 -0.1296
0.0168 0.0160 -0.0411
0.2433 -0.2986 0.0123
-0.3281 0.6764 -0.2434
0.0289 -0.2088 0.1903
0.3592 -0.2831 -0.2445
0.0549 0.0205 0.1833
-0.0987 0.0037 0.0302
-0.2280 0.0229 -0.0317
0.1148 0.0126 -0.0249
-0.1253 -0.0110 0.0940
0.0095 -0.0097 -0.0052
0.0210 -0.0127 0.0677
-0.0606 0.0104 0.0612
-0.0370 -0.0085 0.0159
-0.0033 0.0495 0.0553
-0.0335 -0.0145 -0.0466
0.0079 -0.0634 0.0022
0.0614 0.1679 -0.0074
-0.0577 -0.2502 0.0392
0.3122 0.1649 0.0468
-0.0381 -0.0169 -0.0186
-0.0301 -0.0021 0.0225
-0.0046 0.0536 -0.0424
0.0204 0.0191 -0.0087
-0.0434 0.0441 -0.0446
-0.0180 -0.0538 0.0805
0.0176 0.0415 -0.0524
-0.0006 -0.0743 0.0208
-0.0080 0.0029 -0.0154
0.0054 -0.0220 -0.0069
-0.0135 0.0201 0.0046
-0.0174 -0.0152 0.0000